(1)
Computed, not measured: C8H10O in the gas phase in a non-equilibrium geometry, with the ωB97M-V functional and the def2-TZVPD basis.

CARTESIAN COORDINATES (ANGSTROEM)
H 0.57 0.50 -3.20
H 1.97 1.07 -2.23
C -0.39 -1.06 -0.99
C -0.74 -1.27 0.31
H 1.80 -0.60 -2.44
C 0.34 0.22 -0.99
H -0.82 2.11 -1.44
C -0.39 -0.05 1.18
C -0.59 1.41 -0.65
C -0.94 1.18 0.65
H 0.69 -1.22 2.59
H -0.58 -1.75 -1.73
H -1.02 -0.87 3.09
H -1.44 -1.93 0.87
H 0.37 0.40 3.23
C -0.03 -0.47 2.58
O 1.27 0.15 0.05
C 1.26 0.31 -2.25
H -1.32 1.87 1.36

Summary:
HOMO-LUMO gap ... 8.31 eV
Relative energy (zero: lowest compared OMol25 entry of this formula, charge and spin) ... 114.01 kcal/mol

***

(2)
Computed, not measured: C8H10O in the gas phase in a non-equilibrium geometry, with the ωB97M-V functional and the def2-TZVPD basis.

CARTESIAN COORDINATES (ANGSTROEM)
O -2.62 -1.36 -0.23
C 1.16 -0.56 -1.10
C 0.99 0.91 -1.16
H 1.54 1.42 -1.99
H -1.65 0.24 -1.22
C 0.23 1.71 -0.35
H -2.06 0.21 1.92
H 0.44 2.76 -0.55
H -0.08 1.75 1.74
C -2.02 -0.28 -0.26
C -1.51 0.45 0.91
C -0.46 1.34 0.80
H 1.54 -0.89 2.01
H 2.28 0.46 1.00
H 1.75 -2.43 -0.20
C 1.63 -1.34 -0.09
H 0.86 -0.95 -2.05
H 3.13 -1.07 1.59
C 2.19 -0.65 1.18

Summary:
HOMO-LUMO gap ... 8.93 eV
Relative energy (zero: lowest compared OMol25 entry of this formula, charge and spin) ... 67.10 kcal/mol

***

(3)
Computed, not measured: 2 unconnected molecules or ions with the total composition C8H10O2S in a non-equilibrium geometry, with the ωB97M-V functional and the def2-TZVPD basis.

CARTESIAN COORDINATES (ANGSTROEM)
C 0.50 2.81 -0.27
C -0.70 -1.53 -1.01
H 1.96 -0.80 -2.01
H -0.03 -1.93 3.33
H -1.70 -1.69 2.70
S -0.41 2.72 -1.77
C -0.45 0.70 -0.20
H 0.38 -1.42 -1.39
O 1.90 -0.26 -1.21
C -0.96 1.12 -1.42
C 0.37 1.65 0.36
H 1.14 3.67 -0.38
C -0.09 -1.16 1.42
H -1.76 0.68 -1.95
C -0.64 -1.59 2.55
H -1.96 -0.56 0.54
C -0.85 -0.64 0.26
H 2.78 -0.25 -0.73
O -1.50 -2.23 -1.58
H 1.01 -0.87 1.42
H 1.00 1.60 1.35

Summary:
HOMO-LUMO gap ... 9.09 eV
Relative energy (zero: lowest compared OMol25 entry of this formula, charge and spin) ... 58.08 kcal/mol

***

(4)
Computed, not measured: 2 unconnected molecules or ions with the total composition C8H10O2S in a non-equilibrium geometry, with the ωB97M-V functional and the def2-TZVPD basis.

CARTESIAN COORDINATES (ANGSTROEM)
C 0.04 -0.19 0.29
H -1.44 -0.22 4.80
H -1.45 2.78 -1.49
H -0.19 1.58 2.10
H 2.04 0.34 -0.57
O -2.50 0.84 0.53
H 0.91 1.75 -2.53
C -0.11 -1.19 3.34
H -1.29 -1.55 -0.73
C -0.79 -0.57 4.07
C 0.63 -1.02 -1.59
C -0.84 2.00 -1.18
C -0.28 -1.47 -0.44
H 1.48 -1.67 -1.98
O -0.63 2.10 1.39
H -0.11 -2.38 0.06
S -1.15 1.07 0.30
C 0.95 0.31 -0.85
H -0.09 -0.80 -2.40
H 0.71 -1.64 2.75
C 0.36 1.58 -1.61

Summary:
HOMO-LUMO gap ... 8.37 eV
Relative energy (zero: lowest compared OMol25 entry of this formula, charge and spin) ... 165.99 kcal/mol

***

(5)
Computed, not measured: C8H10S in the gas phase in a non-equilibrium geometry, with the ωB97M-V functional and the def2-TZVPD basis.

CARTESIAN COORDINATES (ANGSTROEM)
H 0.33 3.65 0.93
H 2.97 3.56 0.65
H 0.61 -1.12 -1.20
C 1.13 -1.85 0.77
C 1.22 0.53 -0.05
C 0.53 -0.81 -0.23
S 2.88 1.12 0.11
C 0.92 2.79 0.60
H -1.39 -0.25 0.83
H -2.42 -0.61 -1.33
H -2.59 0.79 -0.68
H 1.26 -1.36 1.80
C 0.34 1.54 0.28
H -1.31 0.67 -1.81
C -1.86 0.19 -1.07
C 2.29 2.69 0.48
C -0.84 -0.14 -0.02
H 2.04 -2.34 0.45
H 0.46 -2.62 0.85

Summary:
HOMO-LUMO gap ... 9.13 eV
Relative energy (zero: lowest compared OMol25 entry of this formula, charge and spin) ... 103.48 kcal/mol

***

(6)
Computed, not measured: C8H10S in the gas phase in a non-equilibrium geometry, with the ωB97M-V functional and the def2-TZVPD basis.

CARTESIAN COORDINATES (ANGSTROEM)
H -1.82 -1.27 -0.81
H 0.76 -0.46 2.15
C -0.93 1.57 0.28
C 1.56 -0.98 -0.26
H -0.46 -1.02 -1.92
C -1.43 2.00 -1.00
H 1.72 -1.58 -1.16
C -0.12 -0.30 1.53
H -0.18 1.81 2.27
H -0.97 -0.78 2.05
S 2.26 0.67 -0.58
H -0.05 -2.13 0.42
H 1.57 0.92 -1.69
C -1.18 0.71 -0.89
H -1.77 2.82 -1.58
C 0.10 -1.07 0.20
H 2.21 -1.38 0.52
C -0.88 -0.72 -0.96
C -0.39 1.19 1.41

Summary:
HOMO-LUMO gap ... 8.35 eV
Relative energy (zero: lowest compared OMol25 entry of this formula, charge and spin) ... 91.37 kcal/mol

***

(7)
Computed, not measured: 2 unconnected molecules or ions with the total composition C8H10Si in a non-equilibrium geometry, with the ωB97M-V functional and the def2-TZVPD basis.

CARTESIAN COORDINATES (ANGSTROEM)
Si 2.87 2.09 1.35
H -3.05 -2.81 -1.41
C -1.36 1.28 0.10
C 0.06 -0.57 -0.31
C -0.82 -2.68 -1.07
H -0.64 3.32 0.55
C 0.25 -1.93 -0.67
H 1.28 -2.39 -0.81
H 2.77 3.01 0.16
H 1.51 1.81 1.93
H 0.81 0.06 0.05
C -2.36 -0.86 -0.61
H 3.73 0.85 1.23
H -0.73 -3.75 -1.47
C -1.28 -0.08 -0.21
H 3.37 2.95 2.28
H -3.33 -0.49 -0.54
C -2.14 -2.15 -1.03
C -0.94 2.34 0.49

Summary:
HOMO-LUMO gap ... 9.48 eV
Relative energy (zero: lowest compared OMol25 entry of this formula, charge and spin) ... 66.52 kcal/mol

***

(8)
Computed, not measured: a molecular structure, C8H11AuClF9OTi in a non-equilibrium geometry, with the ωB97M-V functional and the def2-TZVPD basis.

CARTESIAN COORDINATES (ANGSTROEM)
C 4.44 -0.43 0.33
H -4.65 -1.34 -0.36
Ti -2.22 -0.58 0.60
C -3.71 -0.97 -0.80
F 4.95 2.22 -0.87
F 2.17 0.80 2.08
C 0.32 -0.22 -2.14
Cl -0.86 -2.64 0.05
H -0.72 -0.24 -2.54
F 4.09 -1.12 1.45
H -2.20 2.10 -0.28
C 2.77 1.52 1.09
C -2.69 -1.02 2.57
C 3.23 0.60 -0.08
H -2.56 -0.10 3.17
Au 0.20 0.10 -0.08
H -3.89 -0.03 -1.36
F 5.64 0.17 0.57
H -1.95 -1.78 2.89
H -3.29 -1.74 -1.48
C 3.87 1.49 -1.27
C -1.99 1.39 0.55
O 2.25 -0.17 -0.56
F 1.83 2.41 0.66
F 3.80 2.22 1.64
H -1.66 1.95 1.44
H -3.71 -1.43 2.72
H 0.81 -1.20 -2.24
F 4.23 0.71 -2.31
F 4.61 -1.35 -0.66
F 2.93 2.36 -1.73
H 0.93 0.58 -2.56

Summary:
⟨S²⟩ ... 3.76
2S+1 ... 4
Net charge ... -1
HOMO-LUMO gap (alpha / beta) ... 6.31 / 6.34 eV

***

Short version: molar mass = 122.167 122.167 170.233 170.233 138.235 138.235 134.254 574.444 g mol⁻¹, in the order given.